[1]
27
Properties=species:S:1:pos:R:3 method="wB97M-V/def2-TZVPD" e_above_lowest_kcal_mol=50.1 lumo_energy_ev=0.867 homo_lumo_gap_ha=0.312 e_tot_ha=-482.8353
C -1.95 2.09 0.28
C -1.38 1.18 -0.80
C -0.90 1.48 -2.12
N -0.04 0.54 -2.53
C 0.01 -0.48 -1.68
C 0.65 -1.76 -1.74
C 0.42 -2.68 -0.76
C -0.37 -2.30 0.40
C -0.95 -1.11 0.51
C -0.92 -0.18 -0.67
H -1.14 2.80 0.42
H -2.35 1.58 1.21
H -2.91 2.34 -0.18
H -1.06 2.32 -2.74
H 0.50 0.64 -3.44
H 1.05 -2.13 -2.64
H 0.63 -3.74 -0.75
H -0.54 -3.15 1.05
H -1.52 -0.89 1.43
C 2.22 0.01 1.66
C 1.05 0.84 2.09
H 3.07 -0.12 2.33
H 1.86 -1.04 1.27
H 2.54 0.47 0.72
H 0.60 1.41 1.22
H 1.16 1.64 2.82
H 0.25 0.23 2.64

=====

[2]
27
Properties=species:S:1:pos:R:3 method="wB97M-V/def2-TZVPD" e_above_lowest_kcal_mol=5.4 lumo_energy_ev=0.948 homo_lumo_gap_ha=0.324 e_tot_ha=-482.9066
C 1.21 2.25 3.76
C 1.40 1.80 2.35
C 2.29 2.30 1.46
N 2.31 1.51 0.32
C 1.41 0.50 0.47
C 1.07 -0.56 -0.38
C 0.09 -1.44 0.03
C -0.53 -1.29 1.28
C -0.16 -0.27 2.14
C 0.83 0.63 1.75
H 1.59 1.55 4.51
H 0.16 2.43 4.04
H 1.74 3.20 3.91
H 2.99 3.12 1.54
H 2.75 1.70 -0.56
H 1.59 -0.70 -1.32
H -0.23 -2.25 -0.61
H -1.30 -2.01 1.54
H -0.64 -0.17 3.11
C -1.71 -1.09 -3.80
C -2.91 -1.99 -3.53
H -1.11 -1.50 -4.61
H -2.03 -0.10 -4.15
H -1.10 -0.87 -2.93
H -3.85 -1.45 -3.43
H -2.78 -2.58 -2.61
H -3.10 -2.73 -4.30

=====

[3]
27
Properties=species:S:1:pos:R:3 method="wB97M-V/def2-TZVPD" e_above_lowest_kcal_mol=13.8 lumo_energy_ev=0.929 homo_lumo_gap_ha=0.323 e_tot_ha=-482.8931
C -1.79 -1.63 -1.49
C -0.38 -1.53 -1.02
C 0.59 -2.48 -0.98
N 1.83 -1.88 -0.78
C 1.68 -0.52 -0.82
C 2.63 0.50 -0.81
C 2.12 1.78 -0.77
C 0.77 2.09 -0.76
C -0.17 1.05 -0.75
C 0.30 -0.26 -0.82
H -2.53 -1.36 -0.74
H -1.95 -2.63 -1.91
H -1.89 -0.93 -2.33
H 0.58 -3.54 -1.15
H 2.71 -2.36 -0.87
H 3.70 0.35 -0.96
H 2.83 2.59 -0.95
H 0.34 3.08 -0.88
H -1.20 1.23 -0.47
C -2.03 0.69 2.28
C -0.54 0.93 2.55
H -2.29 -0.36 2.38
H -2.59 1.34 2.95
H -2.24 0.89 1.23
H -0.10 1.76 2.01
H 0.06 0.07 2.25
H -0.42 1.12 3.62

=====

[4]
27
Properties=species:S:1:pos:R:3 method="wB97M-V/def2-TZVPD" e_above_lowest_kcal_mol=25.0 lumo_energy_ev=0.945 homo_lumo_gap_ha=0.320 e_tot_ha=-482.8754
C -1.67 2.17 -0.14
C -1.30 0.72 0.14
C -1.50 0.16 1.36
N -1.11 -1.17 1.29
C -0.57 -1.44 0.07
C 0.21 -2.54 -0.37
C 0.82 -2.33 -1.59
C 1.01 -1.06 -2.16
C 0.17 -0.03 -1.79
C -0.64 -0.25 -0.67
H -2.75 2.22 -0.11
H -1.36 2.52 -1.12
H -1.22 2.76 0.65
H -1.84 0.60 2.29
H -1.15 -1.80 2.07
H 0.18 -3.40 0.28
H 1.25 -3.21 -2.05
H 1.60 -1.04 -3.07
H 0.29 0.92 -2.30
C 1.47 2.10 2.06
C 2.29 1.91 0.77
H 1.68 2.99 2.59
H 0.43 2.09 1.74
H 1.56 1.22 2.70
H 3.33 2.00 0.99
H 1.77 2.35 -0.08
H 2.18 0.85 0.50